1.
12
Properties=species:S:1:pos:R:3:mulliken_charge:R:1 method="wB97M-V/def2-TZVPD" total_charge=0
N -3.5506 -0.3974 -0.4770 -0.545
N -1.6733 0.4560 0.7755 -0.592
N 0.3301 -1.4051 -0.1830 -0.199
C -0.3984 0.8412 0.4472 -0.375
C 0.5400 0.0137 -0.4423 -0.556
C -2.6049 0.1133 -0.0695 0.416
C -0.5753 -1.9364 0.4265 0.072
H 0.0879 0.9764 1.3734 0.462
H -1.1170 -2.8043 0.6259 0.353
H -0.2915 1.7685 -0.1830 0.275
H 1.5536 0.2182 -0.2707 0.362
H 0.2978 0.1891 -1.4949 0.327

---

2.
12
Properties=species:S:1:pos:R:3:mulliken_charge:R:1 method="wB97M-V/def2-TZVPD" smiles=CNC(C#N)C#N total_charge=0
N 2.1361 -0.9616 1.2842 -0.389
N -2.0717 -2.0660 1.5127 -0.371
N -0.5204 0.0368 -0.7022 -0.389
C -1.3142 -1.2706 1.1554 -0.063
C 0.3406 1.1173 -1.1695 -0.876
C 1.0361 -0.6755 1.0727 0.143
C -0.3455 -0.2511 0.7044 0.466
H -0.3750 -0.8060 -1.2495 0.307
H -0.5572 0.6690 1.2652 0.227
H 0.1512 1.2809 -2.2325 0.322
H 1.4151 0.9251 -1.0251 0.334
H 0.0790 2.0377 -0.6366 0.289

---

3.
12
Properties=species:S:1:pos:R:3:mulliken_charge:R:1 method="wB97M-V/def2-TZVPD" total_charge=0
N -2.8806 -0.4637 -0.3103 -0.509
N 0.2961 0.1940 3.0666 -0.508
N 0.3475 0.6253 -0.3341 -0.216
C 0.9129 -0.5940 -0.9905 -0.772
C -1.8971 -0.0956 0.1995 0.252
C -0.6817 0.3798 0.7034 -0.276
C -0.1852 0.2543 2.0047 0.274
H 1.1014 1.1599 0.1050 0.396
H -0.0513 1.2373 -1.0514 0.381
H 1.6295 -0.3024 -1.7630 0.337
H 0.0785 -1.1470 -1.4238 0.325
H 1.3926 -1.1942 -0.2169 0.316

---

4.
12
Properties=species:S:1:pos:R:3:mulliken_charge:R:1 method="wB97M-V/def2-TZVPD" total_charge=0
N 1.1444 1.2692 -0.2528 -0.476
N 0.6861 -1.2744 -1.0044 -0.641
N -1.6449 0.1438 -0.2907 -0.430
C -0.5618 0.0445 0.4709 0.568
C 0.1431 1.3546 0.5373 -0.344
C 1.3367 -0.2243 -0.2958 0.171
C 0.3106 -1.2503 0.3166 -0.515
H -0.2107 2.2665 1.0329 0.374
H 0.1139 -2.1567 0.9466 0.387
H -2.0312 -0.7378 -0.5897 0.257
H 2.3179 -0.3035 0.1213 0.377
H -1.6586 0.8599 -1.0069 0.272

---

5.
12
Properties=species:S:1:pos:R:3:mulliken_charge:R:1 method="wB97M-V/def2-TZVPD" total_charge=0
N 2.2446 -0.2761 -0.1931 -0.594
N -0.0694 -0.9402 -0.1608 -0.108
N 1.0915 1.7594 0.4036 -0.652
C -0.7098 0.0354 -0.1685 0.657
C 1.7542 0.8203 0.2040 0.636
C -1.8627 0.8077 -0.1072 -1.017
C 1.3061 -1.3101 0.0390 -0.360
H 1.2310 -1.7478 1.0748 0.270
H -1.8196 1.6818 0.6218 0.314
H -2.7309 0.1610 0.0434 0.334
H 1.5497 -2.3148 -0.6241 0.245
H -1.9846 1.3234 -1.1329 0.275

---

6.
12
Properties=species:S:1:pos:R:3:mulliken_charge:R:1 method="wB97M-V/def2-TZVPD" total_charge=0
N 1.9647 -0.7950 0.8266 -0.750
N 0.1764 0.6443 1.2838 -0.164
N 0.4508 -1.0772 -1.7549 -0.675
C -1.0428 0.9800 0.6972 -0.421
C 0.0310 -0.3866 -0.7857 0.850
C 0.8745 -0.2365 0.4668 0.154
C -1.1716 0.4101 -0.5330 -0.497
H -0.1972 -1.0355 -2.5498 0.250
H -2.0140 0.5411 -1.2266 0.322
H 0.3663 0.7202 2.3223 0.299
H -1.7496 1.6697 1.1750 0.351
H 2.3116 -1.4346 0.0784 0.281

---

7.
12
Properties=species:S:1:pos:R:3:mulliken_charge:R:1 method="wB97M-V/def2-TZVPD" total_charge=0
N -0.6236 0.9063 2.6649 -0.272
N 0.5104 -0.0177 1.1063 0.479
N 0.5140 0.4992 2.3830 -0.435
C -1.4889 0.6871 1.6071 -0.589
C -0.7878 0.1066 0.6086 0.032
C 0.5151 -0.7145 -2.9592 -0.477
C 1.6137 -0.4849 0.5709 -0.179
H 0.6474 0.3504 -3.2197 0.226
H -2.5179 0.9693 1.6806 0.413
H 1.4308 -0.7982 -0.4788 0.158
H -1.0396 -0.2312 -0.3751 0.395
H 1.2264 -1.2724 -3.5885 0.248

---

8.
12
Properties=species:S:1:pos:R:3:mulliken_charge:R:1 method="wB97M-V/def2-TZVPD" total_charge=0
N 2.0755 0.3839 -0.1845 -0.741
N -1.3935 -0.6339 0.1525 -0.566
N 0.1855 0.4416 1.2905 -0.110
C -0.3828 -0.2025 -0.6498 0.720
C -0.3862 -0.3655 -1.8832 -0.799
C 0.7854 0.3190 0.1194 0.375
C -1.0976 -0.0275 1.2259 -0.041
H -1.6479 -0.0282 2.2684 0.262
H 0.6191 -0.3220 -2.3715 0.122
H -1.1303 -0.7650 -2.5494 0.324
H 0.3963 0.9690 2.1128 0.220
H 2.1773 0.4635 -1.1435 0.234

---

9.
12
Properties=species:S:1:pos:R:3:mulliken_charge:R:1 method="wB97M-V/def2-TZVPD" smiles="[H]/N=C/N1C[C@H]1C#N" total_charge=0
N 2.2727 -0.9310 0.3563 -0.627
N -2.4448 -1.1502 -0.3200 -0.408
N 0.4149 0.3189 -0.2524 -0.093
C -0.2656 1.5515 -0.0662 -0.545
C 1.6921 -0.1159 -0.4446 0.054
C -1.7610 -0.3150 0.0497 0.113
C -0.6466 0.3289 0.7057 0.049
H 0.2243 2.4521 0.4241 0.274
H -0.4484 0.1541 1.7883 0.359
H 3.2095 -1.1234 0.0084 0.243
H -0.9842 1.8263 -0.8492 0.260
H 2.1842 0.3299 -1.3262 0.321

---

10.
13
Properties=species:S:1:pos:R:3:mulliken_charge:R:1 method="wB97M-V/def2-TZVPD" total_charge=0
O -0.7396 -1.7946 0.5354 -0.415
N 2.1731 0.1528 0.8808 -0.697
N 0.6741 1.0345 -0.5946 -0.104
N -0.6987 1.3742 -0.8389 -0.496
C -1.5787 0.4195 -0.8072 -0.408
C -0.8312 -0.8680 -0.4623 0.097
C -0.1918 -0.6294 0.8846 0.204
C 0.9825 0.0478 0.3788 0.335
H 1.0897 1.8712 -0.5992 0.294
H -2.5666 0.7997 -0.9936 0.432
H -0.0329 -0.9023 -1.2597 0.330
H 2.6465 0.8587 0.6058 0.188
H -0.5449 -0.0193 1.8695 0.241

---

Which largest force on an atom belongs to each record? In order, 5.26; 1.17; 1.04; 1.86; 4.84; 2.20; 1.62; 7.77; 2.10; 9.92 eV/A.
Which E belongs to each record? In order, -319.52227; -319.64373; -319.60508; -319.45870; -319.55878; -319.66306; -319.36056; -319.60772; -319.59227; -394.69717 a.u..